# 1
{"formula": "C5H9N", "method": "the ωB97M-V functional and the def2-TZVPD basis", "lumo_energy_ev": 1.32, "orbital_gap_ev": 10.366, "e_tot_ev": -6818.81663, "smiles": "C1CC1N1CC1", "multiplicity": 1, "symbols": ["C", "C", "C", "N", "C", "C", "H", "H", "H", "H", "H", "H", "H", "H", "H"], "xyz": [[0.9828, -1.4851, -0.0245], [1.3302, -0.7023, -1.2620], [0.6538, -0.0268, -0.1082], [-0.7304, 0.3349, -0.2817], [-1.1296, 1.6259, 0.2444], [-1.5487, 0.3730, 0.9178], [0.1508, -2.1809, -0.0805], [1.7869, -1.7864, 0.6410], [2.3738, -0.4830, -1.4681], [0.7090, -0.8662, -2.1372], [1.2556, 0.6512, 0.5040], [-0.3667, 2.2209, 0.7487], [-1.8295, 2.2001, -0.3580], [-2.5630, -0.0012, 0.7968], [-1.0750, 0.1258, 1.8674]], "nbo_charge": [-0.433, -0.419, -0.071, -0.403, -0.252, -0.261, 0.221, 0.215, 0.212, 0.226, 0.185, 0.186, 0.201, 0.201, 0.191]}


# 2
{"formula": "C5H9N", "method": "the ωB97M-V functional and the def2-TZVPD basis", "lumo_energy_ev": 0.93, "orbital_gap_ev": 11.601, "e_tot_ev": -6819.85167, "smiles": "CC(C)CC#N", "multiplicity": 1, "symbols": ["C", "C", "C", "C", "C", "N", "H", "H", "H", "H", "H", "H", "H", "H", "H"], "xyz": [[-1.4745, 0.1261, -0.6659], [-0.0667, -0.3996, -0.3735], [1.0175, 0.6886, -0.6138], [0.0106, -0.9796, 1.0804], [0.4163, 0.1602, 1.8996], [0.9278, 1.1998, 1.9221], [-2.2475, -0.6328, -0.4925], [-1.5661, 0.4601, -1.7059], [-1.6918, 0.9813, -0.0197], [0.1124, -1.2663, -1.0297], [0.7435, 1.3129, -1.4634], [1.9884, 0.2080, -0.8018], [1.1772, 1.4618, 0.2517], [0.7926, -1.7420, 1.1695], [-0.9347, -1.4298, 1.3987]], "nbo_charge": [-0.611, -0.204, -0.638, -0.505, 0.302, -0.359, 0.205, 0.217, 0.212, 0.212, 0.212, 0.209, 0.259, 0.248, 0.243]}


# 3
{"formula": "C5H9N", "method": "the ωB97M-V functional and the def2-TZVPD basis", "lumo_energy_ev": 1.11, "orbital_gap_ev": 9.554, "e_tot_ev": -6818.88337, "smiles": "C1N[C@H]2C[C@@H]1C2", "multiplicity": 1, "symbols": ["C", "C", "C", "C", "C", "H", "H", "H", "H", "H", "H", "H", "H", "H", "N"], "xyz": [[-1.2219, 0.6621, 0.0418], [0.3897, -0.9827, -0.0793], [0.8852, 0.1090, -1.0282], [0.2988, 1.0678, 0.1006], [0.8314, -0.0408, 1.0252], [-1.6190, 0.8459, 1.0425], [-1.8908, 1.0462, -0.6992], [-1.5985, -1.4972, 0.4368], [0.6483, -1.9710, -0.1295], [1.9425, 0.1768, -1.0902], [0.2357, 0.3922, -1.8974], [0.3888, 2.2011, 0.1948], [1.9519, -0.1321, 1.0476], [0.4154, -0.2545, 2.0337], [-1.0820, -0.8142, -0.1856]], "nbo_charge": [-0.240, -0.065, -0.402, -0.224, -0.413, 0.180, 0.199, 0.365, 0.200, 0.211, 0.213, 0.222, 0.206, 0.195, -0.647]}


# 4
{"formula": "C5H9N", "method": "the ωB97M-V functional and the def2-TZVPD basis", "lumo_energy_ev": 1.10, "orbital_gap_ev": 9.074, "e_tot_ev": -6819.61273, "smiles": "C=C/C=C(/C)N", "multiplicity": 1, "symbols": ["N", "C", "C", "C", "C", "C", "H", "H", "H", "H", "H", "H", "H", "H", "H"], "xyz": [[0.8994, -0.8940, -1.0749], [0.7566, 0.2173, -0.2384], [-0.4403, 0.6660, 0.1583], [-1.6874, -0.0853, -0.0398], [-2.4485, -0.5724, 0.9329], [2.0742, 0.7513, 0.2268], [0.0492, -1.4220, -1.2154], [1.4476, -0.8574, -1.9174], [-0.5002, 1.6682, 0.5665], [-2.0298, -0.3151, -1.0530], [-3.4108, -1.0065, 0.6997], [-2.0536, -0.6907, 1.9353], [2.4489, 0.1178, 1.0316], [2.0635, 1.7925, 0.5430], [2.8312, 0.6303, -0.5553]], "nbo_charge": [-0.843, 0.223, -0.353, -0.218, -0.384, -0.639, 0.378, 0.384, 0.218, 0.189, 0.194, 0.195, 0.229, 0.221, 0.206]}


# 5
{"formula": "C5H9N", "method": "the ωB97M-V functional and the def2-TZVPD basis", "lumo_energy_ev": [-5.04, -7.82], "orbital_gap_ev": [9.361, 6.937], "e_tot_ev": -6810.75714, "multiplicity": 2, "total_charge": 1, "symbols": ["N", "C", "C", "C", "C", "C", "H", "H", "H", "H", "H", "H", "H", "H", "H"], "xyz": [[-1.4661, -2.0614, -2.2458], [-0.5064, -1.0620, -1.7999], [-0.6237, -0.4020, -0.6204], [0.3558, 0.2878, 0.2351], [0.1394, 0.7338, 1.5357], [1.1261, 1.6935, 2.1705], [-1.1212, -3.0357, -2.2792], [-1.5248, -1.7928, -3.2372], [0.5701, -0.9811, -2.4267], [-1.6188, -0.3379, -0.1832], [1.4565, 0.4233, -0.0704], [-0.8802, 0.6147, 1.9903], [1.0417, 1.7273, 3.2631], [0.8761, 2.7090, 1.8229], [2.1756, 1.4836, 1.8452]], "lowdin_spin": [0.059, 0.297, 0.109, 0.127, 0.288, 0.049, 0.012, 0.010, 0.007, 0.000, 0.001, 0.008, 0.006, 0.023, 0.003]}


# 6
{"formula": "C5H9N2", "method": "the ωB97M-V functional and the def2-TZVPD basis", "lumo_energy_ev": -5.21, "orbital_gap_ev": 9.570, "e_tot_ev": -8302.18344, "smiles": "[H]/N=C/[NH+]=C(/C)C=C", "multiplicity": 1, "total_charge": 1, "symbols": ["C", "C", "C", "C", "C", "N", "N", "H", "H", "H", "H", "H", "H", "H", "H", "H"], "xyz": [[-0.6202, 1.6127, -1.3888], [-0.5730, -1.0111, 2.0408], [-0.5125, -0.0801, 1.0691], [0.2752, -0.3716, -0.1458], [1.2327, -1.4439, -0.1863], [-0.6606, 2.5750, -0.5393], [0.1692, 0.4260, -1.1808], [-0.9854, 1.5872, -2.4397], [-0.2338, -2.0844, 1.9140], [-1.2603, -0.7922, 2.9242], [-0.8487, 0.9330, 1.3156], [2.2498, -1.2970, -0.7501], [0.5876, -2.1858, -0.7780], [1.3075, -1.9046, 0.7353], [-1.0124, 3.5481, -0.7251], [0.8849, 0.4886, -1.8652]], "nbo_charge": [0.249, -0.203, -0.345, 0.472, -0.696, -0.581, -0.512, 0.195, 0.215, 0.248, 0.283, 0.289, 0.286, 0.255, 0.416, 0.429]}


What is the formula in the fifth record? C5H9N


multiplicity of number 5 (C5H9N)? 2


Among the records above, which one has the highest multiplicity? number 5


What did the fourth record say?
{"formula": "C5H9N", "method": "the ωB97M-V functional and the def2-TZVPD basis", "lumo_energy_ev": 1.10, "orbital_gap_ev": 9.074, "e_tot_ev": -6819.61273, "smiles": "C=C/C=C(/C)N", "multiplicity": 1, "symbols": ["N", "C", "C", "C", "C", "C", "H", "H", "H", "H", "H", "H", "H", "H", "H"], "xyz": [[0.8994, -0.8940, -1.0749], [0.7566, 0.2173, -0.2384], [-0.4403, 0.6660, 0.1583], [-1.6874, -0.0853, -0.0398], [-2.4485, -0.5724, 0.9329], [2.0742, 0.7513, 0.2268], [0.0492, -1.4220, -1.2154], [1.4476, -0.8574, -1.9174], [-0.5002, 1.6682, 0.5665], [-2.0298, -0.3151, -1.0530], [-3.4108, -1.0065, 0.6997], [-2.0536, -0.6907, 1.9353], [2.4489, 0.1178, 1.0316], [2.0635, 1.7925, 0.5430], [2.8312, 0.6303, -0.5553]], "nbo_charge": [-0.843, 0.223, -0.353, -0.218, -0.384, -0.639, 0.378, 0.384, 0.218, 0.189, 0.194, 0.195, 0.229, 0.221, 0.206]}